A structure of composition C14H14AsCl3F6GeIN2O9P2Sr. Source: the OMol25 dataset; level of theory: ωB97M-V/def2-TZVPD.

The calculation puts the energy above the lowest of the compared OMol25 structures with the same formula, charge and spin at 113.1 kJ/mol. For the HOMO energy, the calculation gives -5.53 eV. The largest force on an atom is 0.9 eV Å⁻¹.

The geometry in ORCA input format:
```
! RIJCOSX wB97M-V def2-TZVPD def2/J DEFGRID3
* xyz -1 1
I -0.339 -0.876 2.581
Sr 1.354 0.631 0.032
As -0.903 3.411 -0.136
Ge 3.733 3.678 -1.292
Cl 2.721 5.510 -1.124
Cl 2.753 2.282 -2.569
Cl 5.690 4.063 -1.980
P 3.105 1.462 2.936
P 4.773 1.427 0.676
F -2.605 3.474 0.032
F -0.729 5.069 -0.537
F -0.919 1.669 0.251
F -1.021 2.982 -1.802
F -0.677 3.747 1.534
F 0.875 3.177 -0.289
O 2.749 0.091 3.297
O 3.336 2.408 4.193
O 2.212 2.194 1.914
O 6.116 1.697 0.192
O 0.728 -0.900 -1.543
O 4.604 1.583 2.250
O 3.846 2.960 0.337
O -3.704 -4.088 -1.208
O 3.805 0.413 0.165
N 0.611 -4.121 -3.073
N -2.600 -2.025 0.380
C 2.222 -2.341 -3.410
C -2.318 -0.319 2.146
C -4.928 0.492 1.733
C -3.085 -0.972 1.182
C -0.911 -2.615 -1.283
C -4.407 -0.565 1.008
C 0.984 -2.897 -2.778
C -4.143 1.151 2.665
C -2.435 -4.662 -0.946
C -1.272 -3.947 -1.589
C -2.838 0.740 2.878
C -1.636 -1.718 -0.400
C -0.487 -4.630 -2.483
C 0.265 -2.075 -1.855
H -0.741 -5.651 -2.749
H 2.633 -3.069 -4.106
H 1.997 -1.411 -3.937
H 3.127 3.328 3.996
H -4.539 1.989 3.224
H -3.729 -3.303 -0.640
H -2.470 -5.682 -1.330
H -2.215 1.251 3.599
H 2.970 -2.096 -2.652
H -2.271 -4.716 0.136
H -1.287 -0.686 -0.442
H -5.008 -1.079 0.268
H -5.948 0.811 1.560
H 2.956 2.754 0.988
*
```



A cluster of 2 separate species, C3H11N3S2 in total. Source: the OMol25 dataset; level of theory: ωB97M-V/def2-TZVPD.

As for the expectation value of S²: 0.756. The calculation puts the energy above the lowest of the compared OMol25 structures with the same formula, charge and spin at 36.3 kJ/mol. For the HOMO energy (spin up / spin down), the calculation gives -12.58 / -12.45 eV. The largest force on an atom is 2.4 eV Å⁻¹.

The geometry in ORCA input format:
```
! RIJCOSX wB97M-V def2-TZVPD def2/J DEFGRID3
* xyz 1 2
S -0.704 -1.605 1.982
S -2.697 -1.081 1.563
N 0.802 0.796 -0.512
N 1.887 1.160 -2.511
N 1.919 -0.996 -1.619
C 1.488 0.308 -1.487
C -0.182 -0.114 2.858
C -2.443 0.115 0.248
H -0.848 0.242 3.638
H -0.022 0.660 2.104
H 2.279 -1.234 -2.532
H 1.303 1.982 -2.474
H 0.786 -0.401 3.275
H 0.630 0.086 0.194
H 1.770 0.737 -3.424
H 1.359 -1.709 -1.189
H -2.125 1.102 0.588
H -3.436 0.228 -0.195
H -1.767 -0.278 -0.509
*
```



A structure of composition C42H41I2MoN7O5PSSe. Source: the OMol25 dataset; level of theory: ωB97M-V/def2-TZVPD.

As for the expectation value of S²: 3.770. The calculation puts the energy above the lowest of the compared OMol25 structures with the same formula, charge and spin at 16.7 kJ/mol. For the HOMO energy (spin up / spin down), the calculation gives -6.83 / -7.50 eV. The largest force on an atom is 0.5 eV Å⁻¹.

The geometry in ORCA input format:
```
! RIJCOSX wB97M-V def2-TZVPD def2/J DEFGRID3
* xyz 0 4
I -6.305 1.556 -3.881
I -1.491 4.529 -1.918
Mo -0.397 -0.167 0.151
Se -0.552 -2.443 1.467
S 4.262 -0.630 -1.030
P 1.524 1.658 0.737
O 0.571 -1.121 -1.513
O -1.913 2.957 2.095
O -1.214 0.878 1.681
O 1.587 -0.370 3.194
O -0.845 1.579 -0.883
N 4.036 0.058 -3.614
N 2.333 -2.418 3.861
N 0.416 -1.470 4.799
N -4.467 -2.526 4.106
N 5.639 1.180 -2.319
N -2.215 -0.669 -0.936
N 1.423 -2.116 -1.629
C -1.029 2.169 1.856
C -2.758 0.408 -1.584
C 0.437 2.626 1.862
C 3.192 1.909 1.495
C 4.646 0.216 -2.401
C -3.995 0.341 -2.263
C -3.545 -3.486 4.136
C 5.732 2.394 2.597
C -2.393 -3.477 3.368
C 2.673 -3.483 -3.095
C -4.485 1.533 -2.846
C -1.989 1.610 -1.507
C -4.637 -0.916 -2.288
C -2.846 -1.825 -0.984
C -0.670 -0.509 4.733
C 1.756 2.710 -0.745
C 4.379 0.837 -4.606
C 0.511 -2.207 6.043
C -4.060 -1.984 -1.665
C 3.175 -4.199 -2.019
C -3.785 2.702 -2.735
C 1.437 -1.361 3.902
C 2.803 -3.815 -0.745
C 3.409 1.817 2.870
C 5.526 2.514 1.233
C 1.797 -2.446 -2.876
C 1.942 -2.752 -0.569
C 3.537 -2.229 3.079
C -2.159 -2.409 2.503
C 5.353 1.855 -4.531
C -3.115 -1.399 2.463
C 5.976 1.994 -3.335
C 4.666 2.049 3.412
C 1.893 -3.797 3.976
C 2.294 4.839 -1.752
C 1.775 2.122 -2.006
C 4.273 2.272 0.689
C 2.305 4.248 -3.007
C 2.041 2.891 -3.132
C -2.550 2.743 -2.069
C 2.017 4.072 -0.630
C -4.235 -1.509 3.277
H 2.494 -4.343 4.709
H -2.378 -2.645 -0.457
H -0.511 0.317 5.435
H 0.348 -1.520 6.879
H 1.496 -2.651 6.154
H 1.984 -4.299 3.007
H 2.024 2.429 -4.112
H 2.957 -3.720 -4.109
H 3.737 -1.168 2.965
H -1.683 -4.292 3.434
H -5.584 -1.023 -2.801
H 4.379 -2.712 3.580
H 6.745 2.727 -3.135
H -4.983 -0.723 3.265
H 3.858 0.664 -5.543
H -1.607 -1.010 4.987
H 3.190 -4.318 0.129
H 1.671 -2.362 0.400
H 1.574 1.062 -2.107
H 2.022 4.540 0.348
H 1.367 -1.833 -3.650
H 3.442 -2.664 2.075
H 4.132 2.394 -0.376
H 2.494 5.898 -1.646
H 0.798 2.440 2.876
H -0.751 -0.115 3.723
H 2.602 1.537 3.527
H 4.805 1.968 4.483
H 3.858 -5.023 -2.174
H 6.709 2.587 3.024
H -3.739 -4.312 4.814
H 0.482 3.699 1.685
H 6.067 1.273 -1.407
H 5.588 2.484 -5.373
H -4.178 3.613 -3.165
H 0.847 -3.839 4.259
H -4.537 -2.954 -1.673
H 6.343 2.823 0.589
H 2.503 4.847 -3.888
H -2.982 -0.515 1.860
H -0.248 -2.993 6.102
*
```



A structure of composition C34H28Cl3GeN3O5S2Ti. Source: the OMol25 dataset; level of theory: ωB97M-V/def2-TZVPD.

As for the expectation value of S²: 0.753. The calculation puts the energy above the lowest of the compared OMol25 structures with the same formula, charge and spin at 134.4 kJ/mol. For the HOMO energy (spin up / spin down), the calculation gives -10.85 / -10.99 eV. The largest force on an atom is 3.8 eV Å⁻¹.

The geometry in ORCA input format:
```
! RIJCOSX wB97M-V def2-TZVPD def2/J DEFGRID3
* xyz 1 2
Ge -11.910 6.428 14.685
Ti -9.137 9.410 13.032
Cl -5.533 5.778 11.441
Cl -6.053 4.796 14.083
Cl -7.681 3.844 11.804
S -9.814 9.281 10.742
S -9.910 12.517 12.602
O -7.484 10.332 13.079
O -10.432 7.617 14.792
O -10.777 7.443 17.001
O -9.530 11.600 13.738
O -6.234 12.000 14.015
N -11.389 9.791 12.633
N -8.259 7.347 12.956
N -8.471 9.515 15.206
C -7.703 6.365 12.767
C -10.815 3.635 17.700
C -11.440 13.277 13.157
C -6.955 10.721 16.627
C -15.009 15.020 14.680
C -13.738 10.241 12.713
C -13.441 14.632 12.761
C -7.433 10.404 15.389
C -12.124 5.642 10.533
C -8.767 13.895 12.858
C -13.656 10.517 11.340
C -13.815 4.460 11.641
C -11.395 9.791 11.346
C -12.518 10.150 10.604
C -9.879 2.861 15.592
C -11.664 6.243 11.767
C -12.267 5.848 12.935
C -11.287 4.799 15.609
C -10.478 3.918 14.904
C -9.038 8.982 16.308
C -12.294 14.028 12.276
C -11.428 4.654 16.983
C -10.103 2.668 16.957
C -6.935 11.027 14.082
C -13.308 4.873 12.867
C -12.930 13.608 14.952
C -11.664 13.178 14.489
C -13.204 4.874 10.439
C -13.753 14.443 14.171
C -6.847 5.245 12.510
C -10.160 7.905 16.079
C -7.450 10.065 17.724
C -12.576 9.895 13.299
C -8.495 9.164 17.586
H -13.773 4.649 9.555
H -15.100 14.882 15.716
H -14.652 10.382 13.332
H -15.911 14.659 14.088
H -10.946 7.045 11.715
H -10.322 4.025 13.851
H -7.740 13.400 12.719
H -6.134 11.410 16.620
H -8.992 14.629 12.106
H -11.949 14.144 11.250
H -8.995 8.530 18.404
H -9.651 1.721 17.307
H -9.353 2.008 15.116
H -12.465 9.781 14.386
H -13.120 13.478 16.024
H -14.095 15.317 12.205
H -10.992 12.633 15.046
H -10.786 3.650 18.792
H -15.020 16.100 14.417
H -8.827 14.373 13.837
H -14.654 3.798 11.716
H -11.673 6.011 9.616
H -12.456 10.153 9.527
H -11.998 5.400 17.435
H -14.579 10.898 10.852
H -13.117 7.122 15.209
H -6.997 10.171 18.710
H -13.584 4.456 13.789
*
```